(1)
{
  "formula": "C10H19N2",
  "method": "ωB97M-V with the def2-TZVPD basis set",
  "elements": ["C", "C", "C", "C", "C", "C", "N", "C", "C", "C", "N", "C", "H", "H", "H", "H", "H", "H", "H", "H", "H", "H", "H", "H", "H", "H", "H", "H", "H", "H", "H"],
  "xyz": [[-1.908, 1.993, 0.707], [-1.467, 0.669, 0.199], [-2.170, -0.392, -0.212], [-3.611, -0.489, 0.056], [-1.475, -1.523, -0.934], [-0.084, -1.654, -0.332], [0.712, -0.428, -0.654], [2.121, -0.504, -0.652], [2.713, 0.743, -1.368], [2.571, -0.340, 0.879], [1.709, 0.543, 1.536], [0.042, 0.640, -0.213], [-2.934, 2.109, 0.388], [-1.264, 2.709, 0.404], [-1.961, 2.000, 1.813], [-4.073, 0.410, 0.452], [-3.715, -1.354, 0.644], [-4.210, -0.743, -0.743], [-1.953, -2.437, -0.729], [-1.347, -1.066, -2.048], [-0.192, -1.663, 0.701], [0.442, -2.536, -0.712], [2.439, -1.413, -1.264], [2.733, 1.679, -0.714], [2.183, 1.149, -2.238], [3.757, 0.465, -1.768], [2.552, -1.341, 1.152], [3.577, 0.139, 0.853], [1.227, 0.220, 2.278], [2.104, 1.522, 1.826], [0.407, 1.694, -0.304]],
  "atomic_forces_ev_per_a": [[-2.46, -2.96, 2.12], [3.92, -0.75, -1.34], [-0.17, 0.31, 0.08], [0.46, 1.01, 0.43], [1.57, 3.08, -1.23], [0.62, 0.14, -2.65], [-3.45, 0.34, 0.99], [1.33, 1.92, -1.78], [1.33, 0.86, -0.46], [1.53, 0.95, -2.16], [1.54, 4.54, -0.93], [-1.07, 1.01, -0.13], [-0.09, 0.75, -0.24], [1.67, 2.60, -1.08], [0.20, 0.05, -0.41], [0.19, -0.16, 0.56], [-0.44, -0.90, 1.57], [-0.96, -0.51, -2.45], [-0.97, -1.14, -0.73], [-0.62, -1.99, 2.11], [0.01, -0.48, 2.15], [-0.04, 0.26, 0.14], [-0.33, 0.94, 1.47], [0.44, -1.45, -0.44], [-0.28, -0.78, -0.06], [-1.43, 0.72, 0.97], [0.26, -1.54, 1.77], [-0.47, -1.11, 0.01], [-1.85, -1.54, 2.87], [-0.75, -2.74, -0.96], [0.32, -1.45, -0.21]],
  "smiles": "CC1=C(C)CC[N+]([C@@H](C)CN)=C1",
  "e_homo_ev": -12.769,
  "energy_ha": -501.62826,
  "total_charge": 1,
  "e_above_lowest_kcal_mol": 67.38,
  "e_lumo_ev": -3.59
}



(2)
{
  "formula": "C3H4BrN",
  "method": "ωB97M-V with the def2-TZVPD basis set",
  "elements": ["C", "C", "C", "N", "Br", "H", "H", "H", "H"],
  "xyz": [[-0.908, 2.120, -0.295], [-0.178, -0.283, -0.307], [0.207, 1.214, -0.094], [-1.841, 2.730, -0.457], [1.607, 1.760, -1.404], [0.798, -0.861, -0.595], [-0.968, -0.395, -1.052], [-0.754, -0.683, 0.639], [0.876, 1.506, 1.058]],
  "atomic_forces_ev_per_a": [[2.26, -1.83, 0.81], [0.47, -0.62, 1.60], [2.53, 0.42, 2.57], [-2.35, 1.69, -0.42], [-0.36, -0.21, 0.17], [-2.16, 0.82, 0.80], [0.52, 0.26, -0.46], [1.68, 0.65, -1.48], [-2.60, -1.18, -3.60]],
  "e_homo_ev": -10.732,
  "energy_ha": -2745.42239,
  "e_above_lowest_kcal_mol": 24.86,
  "e_lumo_ev": 0.33
}



(3)
{
  "formula": "C20H39As3O4SSn",
  "method": "ωB97M-V with the def2-TZVPD basis set",
  "elements": ["Sn", "C", "C", "C", "C", "C", "C", "C", "C", "C", "H", "H", "H", "H", "H", "H", "H", "H", "H", "H", "H", "H", "C", "As", "C", "C", "C", "C", "C", "As", "C", "C", "C", "As", "C", "C", "H", "H", "H", "H", "H", "H", "H", "H", "H", "H", "H", "H", "H", "H", "H", "H", "H", "H", "H", "H", "H", "H", "H", "H", "H", "H", "H", "O", "S", "O", "O", "O"],
  "xyz": [[0.184, -0.404, -0.903], [-1.037, -3.912, -0.105], [-1.126, -2.881, -1.196], [-2.057, -1.826, -1.103], [-2.216, -0.889, -2.147], [-3.286, 0.161, -2.070], [-1.360, -0.984, -3.246], [-0.417, -2.023, -3.369], [0.437, -2.125, -4.599], [-0.316, -2.959, -2.335], [-0.447, -3.540, 0.734], [-0.567, -4.825, -0.467], [-2.029, -4.161, 0.271], [-2.752, -1.811, -0.271], [-3.012, 0.942, -1.359], [-4.223, -0.278, -1.731], [-3.450, 0.627, -3.039], [-1.475, -0.282, -4.064], [1.034, -1.222, -4.738], [-0.195, -2.227, -5.483], [1.105, -2.982, -4.555], [0.363, -3.798, -2.445], [2.782, -3.783, 1.197], [2.211, -1.963, 0.859], [3.411, -1.573, -0.633], [3.232, -0.934, 2.188], [2.791, -0.875, 3.673], [4.076, -0.746, 4.505], [1.972, 0.400, 3.983], [0.099, 0.590, 3.610], [-0.315, 2.284, 4.392], [-1.263, -0.632, 4.110], [2.040, -2.153, 4.095], [1.411, -2.223, 5.982], [2.962, -3.035, 6.828], [0.392, -3.871, 5.754], [3.796, -3.771, 1.595], [2.770, -4.330, 0.255], [2.115, -4.280, 1.896], [4.440, -1.768, -0.336], [3.339, -0.531, -0.944], [3.166, -2.210, -1.484], [3.323, 0.072, 1.771], [4.228, -1.378, 2.145], [4.669, 0.112, 4.181], [4.689, -1.642, 4.396], [3.853, -0.614, 5.565], [2.374, 1.278, 3.467], [2.013, 0.609, 5.053], [0.125, 2.240, 5.388], [-1.392, 2.408, 4.436], [0.124, 3.089, 3.808], [-1.178, -0.850, 5.172], [-1.189, -1.538, 3.515], [-2.193, -0.109, 3.890], [2.679, -3.023, 3.929], [1.146, -2.280, 3.471], [3.686, -2.286, 7.137], [3.437, -3.755, 6.162], [2.614, -3.556, 7.719], [-0.506, -3.702, 5.159], [0.085, -4.233, 6.734], [1.005, -4.635, 5.275], [-2.048, 1.793, 1.929], [-0.823, 1.824, 1.185], [0.063, 2.933, 1.326], [0.039, 0.513, 1.806], [-0.978, 1.359, -0.233]],
  "atomic_forces_ev_per_a": [[-0.10, 0.14, -0.19], [-0.05, -0.02, -0.09], [-0.06, -0.09, 0.00], [0.20, 0.00, 0.00], [-0.17, 0.01, -0.06], [0.04, 0.01, 0.02], [0.01, -0.09, -0.07], [0.00, 0.01, 0.02], [-0.04, -0.01, 0.04], [-0.08, 0.03, -0.04], [0.02, 0.02, 0.03], [0.00, 0.02, 0.00], [0.01, 0.00, -0.01], [0.06, 0.10, 0.07], [-0.04, -0.04, -0.02], [-0.01, -0.02, -0.02], [0.00, -0.01, -0.01], [0.04, 0.03, 0.03], [-0.01, 0.00, 0.01], [0.00, -0.01, 0.01], [-0.01, 0.01, 0.00], [0.05, 0.06, 0.04], [-0.09, -0.20, 0.00], [0.00, 0.22, 0.04], [0.02, -0.03, -0.03], [-0.08, 0.05, 0.14], [-0.15, -0.14, -0.02], [0.04, 0.12, 0.01], [0.07, -0.34, -0.09], [0.30, -0.13, -0.14], [-0.12, 0.06, -0.28], [-0.02, -0.12, -0.07], [0.12, 0.23, -0.02], [-0.14, 0.16, -0.03], [0.12, -0.04, 0.06], [-0.04, -0.08, -0.03], [0.02, -0.05, -0.01], [0.02, 0.00, 0.00], [0.02, -0.01, 0.03], [0.01, -0.01, -0.01], [0.01, 0.05, 0.01], [-0.01, 0.00, 0.00], [0.05, 0.02, 0.03], [0.03, -0.02, -0.04], [0.00, -0.02, 0.00], [-0.01, 0.01, 0.00], [0.00, 0.00, 0.00], [0.09, 0.00, 0.02], [-0.03, 0.01, 0.06], [-0.01, 0.03, 0.05], [-0.02, 0.00, 0.02], [0.07, 0.01, 0.02], [0.00, -0.03, 0.07], [0.03, -0.06, 0.04], [-0.04, -0.04, 0.01], [0.01, -0.01, -0.04], [-0.04, -0.05, -0.01], [0.01, -0.01, 0.00], [0.00, -0.02, 0.01], [0.01, 0.00, 0.01], [0.01, 0.01, 0.00], [-0.01, 0.00, 0.00], [-0.02, -0.01, 0.00], [0.24, 0.02, -0.24], [-0.11, 0.15, 0.02], [-0.23, -0.23, -0.10], [-0.27, 0.64, 0.25], [0.29, -0.31, 0.47]],
  "e_homo_ev": -13.869,
  "energy_ha": -8405.70466,
  "total_charge": 2,
  "e_above_lowest_kcal_mol": 13.86,
  "e_lumo_ev": -6.48
}



(4)
{
  "formula": "C27H39N4O2",
  "method": "ωB97M-V with the def2-TZVPD basis set",
  "elements": ["C", "C", "N", "C", "C", "C", "C", "C", "O", "N", "C", "C", "C", "C", "C", "C", "N", "C", "O", "C", "N", "C", "C", "C", "C", "C", "C", "C", "C", "C", "C", "C", "C", "H", "H", "H", "H", "H", "H", "H", "H", "H", "H", "H", "H", "H", "H", "H", "H", "H", "H", "H", "H", "H", "H", "H", "H", "H", "H", "H", "H", "H", "H", "H", "H", "H", "H", "H", "H", "H", "H", "H"],
  "xyz": [[-6.609, -0.568, 1.599], [-5.246, -1.072, 1.121], [-4.817, -0.604, -0.193], [-5.526, -1.242, -1.303], [-4.836, -2.536, -1.724], [-4.721, 0.846, -0.299], [-3.620, 1.277, -1.284], [-2.235, 0.878, -0.829], [-1.298, 1.662, -0.773], [-2.153, -0.433, -0.496], [-1.008, -1.024, 0.030], [-1.075, -1.999, 1.023], [0.090, -2.499, 1.563], [1.355, -2.022, 1.207], [1.402, -1.046, 0.216], [0.240, -0.621, -0.415], [2.603, -0.433, -0.239], [2.753, 0.885, -0.299], [3.718, 1.457, -0.804], [1.709, 1.794, 0.395], [2.257, 3.156, 0.267], [2.709, 3.742, 1.548], [3.864, 2.963, 2.157], [1.387, 4.078, -0.500], [1.155, 3.595, -1.923], [3.640, -1.297, -0.720], [3.957, -1.348, -2.065], [4.957, -2.208, -2.488], [5.620, -3.004, -1.569], [5.294, -2.940, -0.224], [4.303, -2.079, 0.220], [3.902, -1.970, 1.661], [2.542, -2.628, 1.910], [-7.397, -0.845, 0.903], [-6.610, 0.513, 1.710], [-6.838, -1.013, 2.563], [-4.480, -0.766, 1.843], [-5.258, -2.164, 1.088], [-5.541, -0.556, -2.152], [-6.568, -1.454, -1.038], [-3.823, -2.341, -2.066], [-5.391, -2.998, -2.536], [-4.793, -3.243, -0.899], [-4.475, 1.244, 0.689], [-5.669, 1.300, -0.618], [-3.645, 2.361, -1.405], [-3.797, 0.821, -2.260], [-3.077, -0.882, -0.361], [-2.034, -2.360, 1.360], [0.030, -3.270, 2.317], [0.312, 0.037, -1.264], [1.606, 1.500, 1.440], [0.720, 1.740, -0.065], [3.130, 2.932, -0.323], [1.858, 3.783, 2.232], [3.037, 4.765, 1.350], [4.676, 2.858, 1.442], [4.241, 3.500, 3.022], [3.563, 1.972, 2.487], [1.881, 5.052, -0.520], [0.434, 4.177, 0.025], [0.747, 4.411, -2.512], [2.089, 3.280, -2.384], [0.439, 2.780, -1.956], [3.432, -0.722, -2.769], [5.216, -2.255, -3.534], [6.397, -3.675, -1.900], [5.820, -3.557, 0.489], [3.866, -0.918, 1.959], [4.645, -2.468, 2.285], [2.606, -3.677, 1.604], [2.341, -2.622, 2.985]],
  "atomic_forces_ev_per_a": [[0.25, -0.08, -0.16], [-0.16, 0.02, 0.16], [-0.19, 0.01, -0.02], [0.11, -0.27, -0.11], [-0.22, 0.22, 0.00], [0.02, 0.08, -0.15], [-0.12, 0.12, 0.15], [-0.27, -0.01, -0.07], [0.09, 0.34, -0.05], [-0.07, -0.27, -0.03], [0.54, 0.00, 0.18], [-0.03, 0.15, -0.19], [0.13, 0.08, -0.12], [-0.02, 0.04, 0.09], [-0.75, -0.07, 0.06], [-0.02, -0.17, 0.04], [0.22, -0.50, -0.14], [-0.08, 0.77, 0.29], [0.14, -0.19, -0.15], [-0.20, -0.57, -0.15], [0.69, 0.07, -0.38], [0.32, 0.16, 0.64], [-0.10, 0.03, -0.12], [-0.44, 0.33, -0.49], [0.02, -0.07, 0.14], [0.44, -0.21, -0.15], [-0.04, -0.02, 0.08], [-0.04, 0.03, -0.05], [0.03, -0.04, 0.00], [-0.04, 0.02, -0.04], [-0.05, 0.23, 0.02], [-0.11, -0.18, 0.00], [0.22, 0.02, 0.13], [-0.12, -0.01, -0.03], [-0.05, 0.11, 0.04], [-0.07, -0.01, 0.10], [0.00, -0.11, 0.00], [0.08, 0.01, 0.07], [-0.06, 0.02, 0.04], [0.00, 0.12, -0.04], [0.10, 0.01, -0.05], [-0.02, -0.13, -0.09], [0.01, -0.11, 0.08], [-0.07, 0.02, 0.00], [0.05, 0.00, 0.11], [0.07, -0.08, -0.02], [-0.03, 0.03, -0.06], [0.05, 0.09, -0.05], [-0.14, -0.04, 0.08], [-0.01, -0.09, 0.11], [0.02, 0.08, -0.01], [0.00, 0.08, -0.02], [0.12, 0.04, 0.08], [-0.48, 0.23, 0.34], [-0.02, 0.03, -0.15], [-0.14, -0.08, -0.10], [0.09, -0.02, -0.02], [-0.01, 0.04, 0.07], [-0.01, -0.12, 0.04], [0.03, -0.12, 0.15], [0.11, 0.00, 0.10], [-0.03, 0.08, -0.03], [0.11, 0.00, -0.10], [-0.04, -0.09, -0.02], [-0.05, 0.08, -0.07], [0.03, -0.01, -0.10], [0.08, -0.06, -0.04], [0.06, -0.07, 0.09], [0.05, -0.01, 0.06], [0.00, 0.07, 0.00], [0.02, 0.01, 0.07], [-0.01, -0.06, -0.04]],
  "smiles": "CCN(CC)CCC(=O)Nc1ccc2c(c1)N(C(=O)C[NH+](CC)CC)c1ccccc1CC2",
  "e_homo_ev": -10.992,
  "energy_ha": -1421.59718,
  "total_charge": 1,
  "e_above_lowest_kcal_mol": 0.00,
  "e_lumo_ev": -1.79
}